Record 1
Formula: C34H56N3O16S
Source: the Open Molecules 2025 dataset
Level of theory: wB97M-V/def2-TZVPD

```
110
Properties=species:S:1:pos:R:3:lowdin_charge:R:1
C 2.531 -2.500 2.075 -0.06
C 3.677 -1.825 1.122 -0.19
O 3.054 -1.622 -0.182 -0.16
N 2.910 -0.303 -0.488 0.00
C 1.997 0.415 0.431 -0.21
N 2.477 1.114 1.661 -0.32
S 2.095 2.828 1.615 0.90
N 0.678 0.484 0.113 0.13
C 0.143 -0.208 -1.109 -0.06
C -1.245 -1.113 -0.641 -0.13
C -1.396 -1.333 1.030 0.01
O -0.973 -2.475 -0.016 -0.19
H 1.774 -3.095 1.416 0.10
H 3.053 -3.198 2.820 0.07
H 1.937 -1.714 2.666 0.06
H 4.523 -2.609 0.970 0.13
H 4.163 -0.895 1.583 0.13
H 2.599 -0.145 -1.457 0.14
H 2.136 0.637 2.512 0.08
H 2.535 3.348 2.846 -0.06
H -0.006 0.990 0.723 0.16
H 0.788 -1.087 -1.487 0.14
H -0.180 0.501 -1.949 0.10
H -2.262 -0.937 -1.278 0.18
H -2.400 -1.659 1.474 0.12
H -0.462 -1.212 1.684 0.09
O -3.476 -4.678 1.493 0.10
C -3.213 -5.534 0.682 -0.47
O -4.098 -6.472 0.247 0.03
C -3.427 -7.390 -0.621 -0.16
C -2.213 -6.647 -1.124 -0.17
C -1.869 -5.753 0.046 -0.09
H -3.160 -8.282 -0.046 0.13
H -4.094 -7.681 -1.435 0.13
H -1.398 -7.307 -1.426 0.12
H -2.486 -6.032 -1.988 0.12
H -1.212 -6.254 0.762 0.14
H -1.432 -4.810 -0.284 0.10
O 0.201 3.382 1.234 -0.26
C -0.728 4.162 1.407 -0.42
O -1.419 4.271 2.570 0.05
C -2.502 5.193 2.393 -0.15
C -2.104 6.052 1.219 -0.15
C -1.296 5.094 0.373 -0.06
H -3.417 4.625 2.202 0.13
H -2.635 5.782 3.303 0.13
H -2.957 6.488 0.695 0.12
H -1.462 6.872 1.559 0.13
H -1.928 4.523 -0.313 0.14
H -0.503 5.608 -0.171 0.14
O 4.949 -4.911 3.305 0.09
C 6.056 -4.901 2.819 -0.48
O 6.525 -5.857 1.973 0.03
C 7.903 -5.594 1.678 -0.16
C 8.096 -4.124 1.958 -0.16
C 7.122 -3.876 3.089 -0.08
H 8.524 -6.225 2.322 0.14
H 8.110 -5.841 0.639 0.09
H 9.127 -3.864 2.202 0.13
H 7.798 -3.538 1.082 0.11
H 7.572 -4.078 4.065 0.14
H 6.714 -2.866 3.054 0.12
O -1.239 1.142 -3.542 0.08
C -0.982 0.285 -4.357 -0.47
O -1.873 -0.646 -4.789 0.04
C -1.210 -1.566 -5.664 -0.15
C 0.004 -0.828 -6.171 -0.16
C 0.359 0.062 -5.001 -0.08
H -0.945 -2.461 -5.092 0.13
H -1.883 -1.852 -6.475 0.13
H 0.814 -1.491 -6.479 0.12
H -0.270 -0.209 -7.032 0.13
H 1.016 -0.444 -4.289 0.12
H 0.799 1.004 -5.330 0.14
O 8.993 -4.734 -0.814 0.09
C 8.328 -5.027 -1.778 -0.46
O 7.602 -4.134 -2.505 0.03
C 6.852 -4.834 -3.503 -0.17
C 7.578 -6.143 -3.700 -0.16
C 8.140 -6.416 -2.323 -0.08
H 5.831 -4.975 -3.137 0.13
H 6.820 -4.243 -4.421 0.13
H 6.933 -6.940 -4.076 0.12
H 8.399 -6.009 -4.412 0.13
H 7.429 -6.954 -1.691 0.14
H 9.090 -6.949 -2.375 0.14
O -5.628 8.038 0.226 0.10
C -5.477 8.272 1.403 -0.47
O -5.282 7.316 2.353 -0.01
C -5.253 7.933 3.645 -0.15
C -4.896 9.377 3.389 -0.16
C -5.523 9.634 2.037 -0.07
H -6.239 7.824 4.106 0.14
H -4.511 7.436 4.274 0.12
H -5.248 10.053 4.170 0.12
H -3.809 9.484 3.315 0.12
H -6.565 9.951 2.125 0.14
H -4.948 10.357 1.457 0.13
O -8.540 6.440 2.428 0.11
C -8.281 5.590 1.610 -0.46
O -9.174 4.665 1.160 0.03
C -8.508 3.750 0.286 -0.17
C -7.284 4.486 -0.203 -0.16
C -6.937 5.364 0.979 -0.10
H -8.253 2.849 0.853 0.13
H -9.173 3.474 -0.535 0.13
H -6.473 3.821 -0.508 0.12
H -7.546 5.114 -1.061 0.13
H -6.289 4.849 1.693 0.13
H -6.488 6.308 0.662 0.08
```

Output
HOMO-LUMO gap in eV: 5.8
E in eV: -84216.6743
LUMO in eV: -3.97
Total charge: +1

***

Record 2
Formula: C34H57CdN3O2SSi
Source: the Open Molecules 2025 dataset
Level of theory: wB97M-V/def2-TZVPD

```
99
Properties=species:S:1:pos:R:3:lowdin_charge:R:1
O -1.022 2.311 -0.291 -0.38
O 3.354 1.496 -5.062 -0.16
C -2.088 2.112 -1.285 -0.22
C -3.139 3.198 -1.292 -0.05
H -2.525 1.132 -1.041 0.09
H -1.607 2.017 -2.269 0.11
H -3.752 3.147 -0.386 0.08
H -3.800 3.048 -2.152 0.09
H -2.698 4.194 -1.379 0.07
C -0.104 3.417 -0.540 -0.27
C -0.024 3.844 -1.983 -0.08
H 0.880 3.090 -0.160 0.12
H -0.432 4.243 0.104 0.09
H 0.203 3.011 -2.654 0.08
H 0.785 4.575 -2.080 0.09
H -0.946 4.335 -2.309 0.07
C 3.986 1.375 -3.787 -0.29
C 2.923 0.227 -5.551 -0.30
C 4.458 2.739 -3.329 -0.08
H 4.862 0.700 -3.867 0.12
H 3.289 0.945 -3.036 0.11
H 5.145 3.164 -4.066 0.08
H 4.985 2.641 -2.379 0.07
H 3.621 3.428 -3.197 0.07
C 2.504 0.375 -6.999 -0.08
H 2.073 -0.155 -4.952 0.10
H 3.744 -0.513 -5.489 0.12
H 1.784 1.189 -7.125 0.08
H 2.055 -0.558 -7.340 0.07
H 3.383 0.592 -7.613 0.08
H 1.771 -1.718 -1.571 0.00
N -2.403 -0.376 1.888 -0.01
C -2.166 -1.592 2.365 -0.36
C -0.886 -2.159 2.524 -0.06
C 0.371 -1.544 2.618 -0.35
C -3.336 -2.471 2.756 -0.02
H -3.953 -2.745 1.892 0.08
H -3.979 -1.977 3.497 0.09
H -2.963 -3.395 3.206 0.08
C 1.530 -2.448 2.973 -0.01
H 1.707 -2.435 4.059 0.09
H 2.456 -2.149 2.467 0.08
H 1.288 -3.475 2.682 0.07
N 0.591 -0.237 2.499 -0.02
C -3.724 0.085 1.602 -0.23
C -4.372 -0.259 0.384 -0.24
C -3.784 -1.264 -0.561 -0.05
C -5.548 0.398 0.026 -0.06
H -6.008 0.169 -0.937 0.11
C -6.123 1.345 0.878 -0.09
H -7.031 1.866 0.576 0.10
C -5.546 1.602 2.121 -0.05
H -6.005 2.319 2.806 0.12
C -4.379 0.955 2.514 -0.23
C -3.814 1.229 3.874 -0.08
C 1.796 0.314 3.035 -0.25
C 2.899 0.566 2.187 -0.24
C 2.828 0.195 0.735 -0.06
C 4.052 1.133 2.723 -0.06
H 4.891 1.331 2.055 0.10
C 4.129 1.445 4.083 -0.07
H 5.030 1.898 4.493 0.10
C 3.051 1.161 4.925 -0.05
H 3.077 1.418 5.983 0.11
C 1.901 0.558 4.425 -0.24
C 0.782 0.184 5.348 -0.06
Cd -0.827 1.272 1.570 1.30
H -3.135 -0.794 -1.316 0.07
H -4.591 -1.766 -1.111 0.09
H -3.200 -2.033 -0.047 0.06
H -3.180 0.410 4.231 0.07
H -4.636 1.360 4.593 0.09
H -3.221 2.158 3.886 0.00
H 3.715 0.580 0.217 0.07
H 1.944 0.621 0.239 0.06
H 2.801 -0.895 0.581 0.07
H -0.199 0.456 4.937 0.07
H 0.901 0.732 6.289 0.08
H 0.771 -0.893 5.575 0.08
H -0.877 -3.233 2.696 0.09
C 0.987 -1.964 -2.258 -0.17
Si 0.964 -3.836 -2.308 0.44
H 0.031 -1.552 -1.890 0.03
H 1.210 -1.518 -3.239 0.01
C 0.049 -4.476 -3.814 -0.19
C 0.129 -4.492 -0.761 -0.18
C 2.756 -4.387 -2.372 -0.18
H 3.380 -3.629 -2.867 0.03
H 2.847 -5.320 -2.937 0.03
H 3.161 -4.555 -1.366 0.03
H -1.012 -4.190 -3.778 0.03
H 0.118 -5.572 -3.833 0.03
H 0.483 -4.084 -4.745 0.03
H -0.751 -3.892 -0.494 0.02
H 0.813 -4.483 0.098 0.02
H -0.197 -5.529 -0.918 0.03
S -1.415 3.449 2.722 0.51
C -0.307 3.397 3.953 -0.90
N 0.460 3.416 4.847 0.06
```

Output
HOMO-LUMO gap in eV: 8.0
E in eV: -68026.6199
LUMO in eV: 0.33
ΔE to the lowest compared entry with this formula, charge and spin in eV: 0.0000